Entry from the OMol25 dataset: a 2-piece molecular cluster, C3H10N2 overall at a distorted geometry (ωB97M-V/def2-TZVPD).

Results
HOMO-LUMO gap (spin up / spin down) in eV: 1.4 / 7.0
LUMO energy (spin up / spin down) in eV: 2.93 / 2.90
Molecular weight in g/mol: 74.1

Geometry as ORCA input:
```
! wB97M-V def2-TZVPD RIJCOSX def2/J DEFGRID3
* xyz -1 2
C 0.3030 5.4052 -3.1153
N -0.8326 4.4537 -3.0241
H 0.7011 5.2999 -4.1149
H 1.0123 5.2647 -2.3071
H -0.1178 6.4068 -3.0153
H -0.4002 3.5403 -2.9660
H -1.3648 4.6252 -2.1814
C -0.3431 -4.2190 3.6473
C -0.2582 -4.6550 2.3944
N 0.8256 -4.4022 1.5986
H 0.4667 -3.8377 4.2732
H -1.1625 -4.4814 4.3264
H -1.0931 -5.2053 1.9870
H 1.3410 -3.5845 1.8866
H 0.9226 -4.6106 0.6106
*
```